(1)
Below is one molecule with the formula C3H4N2O, with properties calculated with ωB97M-V with the def2-TZVPD basis set.

Properties
Largest force on an atom = 0.5 eV Å⁻¹
Highest occupied orbital energy = -0.303 Eh
Kohn-Sham gap = 8.570 eV
E = -8198.414 eV

Structure (ORCA input):
```
! RIJCOSX wB97M-V def2-TZVPD def2/J DEFGRID3
* xyz 0 1
O 1.38119 -0.78121 -0.26333
C 0.97906 0.59794 0.57037
C 0.12502 -0.56706 0.80398
N -1.10484 -0.38358 0.24593
N -1.11059 0.75968 -0.55065
C 0.05422 1.29690 -0.38765
H 0.95908 -0.73477 -1.14006
H 0.26465 -1.34635 1.54465
H -1.81034 -1.07986 0.06159
H 0.26254 2.23831 -0.88481
*
```

In elementary charge units, the natural (NBO) charges are: atom 1 (O): -0.597, atom 2 (C): -0.142, atom 3 (C): 0.158, atom 4 (N): -0.457, atom 5 (N): -0.222, atom 6 (C): -0.054, atom 7 (H): 0.482, atom 8 (H): 0.220, atom 9 (H): 0.404, atom 10 (H): 0.208

(2)
Below is one molecule with the formula C3H4N2O2 in a non-equilibrium geometry, with properties calculated with ωB97M-V with the def2-TZVPD basis set.

Properties
Largest force on an atom = 1.0 eV Å⁻¹
Highest occupied orbital energy = -0.316 Eh
Kohn-Sham gap = 9.010 eV
E = -10249.050 eV
SMILES = Nc1coc(=O)[nH]1

Structure (ORCA input):
```
! RIJCOSX wB97M-V def2-TZVPD def2/J DEFGRID3
* xyz 0 1
N -1.66815 0.04203 -0.34093
C -0.57985 -0.04492 0.59726
C 0.00853 1.15472 0.37000
O 1.24937 1.07514 -0.10023
C 1.59029 -0.29747 -0.11726
O 2.66675 -0.66605 -0.48826
N 0.49902 -0.97170 0.35709
H -1.31881 -0.23125 -1.25457
H -2.59076 -0.27859 -0.14469
H -0.50596 2.10315 0.35542
H 0.64957 -1.88505 0.76616
*
```

In elementary charge units, the natural (NBO) charges are: atom 1 (N): -0.848, atom 2 (C): 0.045, atom 3 (C): 0.263, atom 4 (O): -0.455, atom 5 (C): 0.849, atom 6 (O): -0.578, atom 7 (N): -0.651, atom 8 (H): 0.363, atom 9 (H): 0.374, atom 10 (H): 0.212, atom 11 (H): 0.427

(3)
Below is one molecule with the formula C3H4N2O2 in a non-equilibrium geometry, with properties calculated with ωB97M-V with the def2-TZVPD basis set.

Properties
Largest force on an atom = 5.8 eV Å⁻¹
Highest occupied orbital energy = -0.292 Eh
Kohn-Sham gap = 8.724 eV
E = -10249.431 eV
SMILES = Oc1c[nH]c(O)n1

Structure (ORCA input):
```
! RIJCOSX wB97M-V def2-TZVPD def2/J DEFGRID3
* xyz 0 1
C -1.09262 -0.34804 -0.15712
C -0.72102 0.96932 -0.06690
C 1.03607 -0.20135 -0.08453
H -2.52814 -1.52719 0.02299
H -1.29550 1.91039 -0.13269
H 1.28511 1.87200 -0.26362
H 2.47271 -1.48818 0.43531
N 0.63778 1.05974 0.16536
N 0.09007 -1.10800 -0.15480
O -2.33222 -0.55345 0.18052
O 2.44776 -0.58522 0.05548
*
```

In elementary charge units, the natural (NBO) charges are: atom 1 (C): 0.383, atom 2 (C): -0.193, atom 3 (C): 0.623, atom 4 (H): 0.483, atom 5 (H): 0.210, atom 6 (H): 0.430, atom 7 (H): 0.497, atom 8 (N): -0.550, atom 9 (N): -0.542, atom 10 (O): -0.636, atom 11 (O): -0.705

(4)
Below is C3H4N2O2 as an isolated structure in a non-equilibrium geometry, with properties calculated with ωB97M-V with the def2-TZVPD basis set.

Properties
Largest force on an atom = 7.7 eV Å⁻¹
Highest occupied orbital energy = -0.371 Eh
Kohn-Sham gap = 10.067 eV
E = -10246.510 eV

Structure (ORCA input):
```
! RIJCOSX wB97M-V def2-TZVPD def2/J DEFGRID3
* xyz 0 1
C -0.67997 0.91668 0.70594
C 1.09389 -0.24435 0.72197
C 0.41837 -0.55711 -0.56187
H -1.24688 -0.05594 -2.09887
H -1.42847 1.54441 1.05856
H 1.13778 -1.18009 1.41527
H 2.16469 -0.04242 0.42273
N -0.62556 0.40510 -0.60937
N 0.31034 0.68848 1.42761
O -1.96737 -0.12350 -1.04124
O 0.82318 -1.35126 -1.44072
*
```

In elementary charge units, the natural (NBO) charges are: atom 1 (C): 0.241, atom 2 (C): -0.385, atom 3 (C): 0.640, atom 4 (H): 0.522, atom 5 (H): 0.203, atom 6 (H): 0.254, atom 7 (H): 0.258, atom 8 (N): -0.266, atom 9 (N): -0.390, atom 10 (O): -0.528, atom 11 (O): -0.550

(5)
Below is C3H4N2O2 as an isolated structure in a non-equilibrium geometry, with properties calculated with ωB97M-V with the def2-TZVPD basis set.

Properties
Largest force on an atom = 1.7 eV Å⁻¹
Highest occupied orbital energy = -0.345 Eh
Kohn-Sham gap = 9.628 eV
E = -10247.494 eV

Structure (ORCA input):
```
! RIJCOSX wB97M-V def2-TZVPD def2/J DEFGRID3
* xyz 0 1
C -1.65452 -0.37578 0.07800
N -0.25763 -0.03955 0.27902
N 0.67962 -0.44218 -0.81778
C 1.91731 -0.46491 -0.21069
O 2.11557 -0.20564 0.96900
C 0.12053 1.16582 0.18256
O 0.18427 2.31710 0.26114
H -1.87617 -0.37495 -0.99433
H -1.77139 -1.36698 0.49788
H -2.27939 0.35405 0.59658
H 2.82180 -0.56699 -0.84139
*
```

In elementary charge units, the natural (NBO) charges are: atom 1 (C): -0.401, atom 2 (N): -0.326, atom 3 (N): -0.483, atom 4 (C): 0.438, atom 5 (O): -0.654, atom 6 (C): 1.008, atom 7 (O): -0.394, atom 8 (H): 0.222, atom 9 (H): 0.227, atom 10 (H): 0.218, atom 11 (H): 0.145

(6)
Below is one molecule with the formula C3H4N2O2 in a non-equilibrium geometry, with properties calculated with ωB97M-V with the def2-TZVPD basis set.

Properties
Largest force on an atom = 6.5 eV Å⁻¹
Highest occupied orbital energy = -0.352 Eh
Kohn-Sham gap = 9.286 eV
E = -10244.875 eV
SMILES = C1=NOCON=C1

Structure (ORCA input):
```
! RIJCOSX wB97M-V def2-TZVPD def2/J DEFGRID3
* xyz 0 1
C -1.65993 -0.05569 0.05591
C 1.14890 0.66371 0.37271
C 1.44876 -0.68597 -0.14810
H -2.19083 -0.42749 -0.82009
H -2.08487 0.17587 1.03475
H 1.95633 1.26052 0.71908
H 2.35159 -0.76409 -0.72904
N 0.24222 1.52407 -0.00636
N 0.33224 -1.43478 -0.40594
O -0.84074 0.92166 -0.51901
O -0.70366 -1.17783 0.44610
*
```

In elementary charge units, the natural (NBO) charges are: atom 1 (C): 0.213, atom 2 (C): -0.035, atom 3 (C): -0.034, atom 4 (H): 0.206, atom 5 (H): 0.195, atom 6 (H): 0.195, atom 7 (H): 0.221, atom 8 (N): -0.041, atom 9 (N): -0.062, atom 10 (O): -0.416, atom 11 (O): -0.442